Entry 1:
ORCA calculation (the ωB97M-V functional and the def2-TZVPD basis) on a structure of composition C20H53CuO19S6 in a non-equilibrium geometry.

Results
- <S²>: 0.76
- Frontier orbital gap (spin up / spin down): 6.337 / 5.389 eV
- 2S+1: 2
- Charge: +1
- E_HOMO (spin up / spin down): -12.7 / -12.7 eV

Structure (XYZ):
```
99
Properties=species:S:1:pos:R:3:forces:R:3
Cu -22.4423 -5.3815 12.7660 0.9 -0.5 -0.5
C -18.7064 -7.1074 10.4578 -0.5 -0.6 -0.4
C -19.2821 -6.4366 11.7385 -0.2 -0.2 0.2
O -20.6777 -6.3107 11.7126 0.5 0.5 0.3
H -19.2049 -8.0624 10.2913 -0.2 0.1 -0.1
H -17.6628 -7.3797 10.6155 -0.1 0.5 0.1
H -18.7916 -6.4778 9.5722 0.0 0.0 0.2
H -18.7749 -5.4731 11.7897 -0.3 0.4 0.0
H -18.9934 -7.0650 12.5810 -0.1 -0.2 0.1
O -11.8418 -4.9272 9.8300 -1.5 -2.4 1.8
S -12.4645 -6.2199 10.1938 0.4 0.9 -1.7
O -11.7529 -7.2556 10.9361 -1.3 1.7 -0.6
O -13.9718 -5.8858 10.8539 2.0 0.4 -0.8
C -14.7796 -6.9192 11.3628 -0.3 -0.8 2.3
C -14.7799 -6.9144 12.9306 -0.3 0.2 -1.1
C -12.9898 -6.8672 8.5745 0.7 0.1 0.9
H -14.4747 -7.9354 11.1132 0.3 0.1 -0.6
H -15.8022 -6.7769 11.0132 0.2 0.3 -0.3
H -14.9293 -5.9141 13.3370 0.4 0.1 -0.1
H -13.8533 -7.3726 13.2764 -0.2 0.2 0.2
H -15.6541 -7.4726 13.2658 0.2 -0.4 0.1
H -13.7181 -6.1793 8.1451 -0.1 -0.3 0.2
H -13.2885 -7.9060 8.7149 -0.3 0.2 -0.2
H -12.0774 -6.8174 7.9801 0.0 -0.1 0.0
O -20.7215 -11.8826 15.0630 0.1 1.6 -1.4
S -20.5676 -10.7486 14.1784 0.5 1.1 -0.9
O -20.3400 -9.3896 14.7098 -0.3 -2.1 -0.9
O -19.3276 -11.1535 13.1545 -1.5 -1.0 1.4
C -18.8623 -10.3113 12.1288 0.3 2.1 0.2
C -17.6719 -9.5230 12.6623 1.1 0.1 -0.2
C -21.9350 -10.5791 12.9110 0.3 -0.5 1.1
H -19.6015 -9.5531 11.8705 -0.6 0.1 0.2
H -18.7217 -10.8030 11.1663 0.4 -0.8 0.5
H -16.7448 -10.0623 12.8568 -0.3 -0.7 -0.1
H -17.8765 -9.0121 13.6032 -0.5 0.0 -0.1
H -17.3192 -8.7808 11.9462 -0.3 0.1 -0.1
H -21.8714 -9.6037 12.4286 0.4 -0.2 0.0
H -22.8946 -10.6248 13.4260 0.2 0.0 0.3
H -21.8879 -11.4271 12.2278 0.2 0.2 0.0
O -16.4576 -6.5582 8.0321 -1.6 0.0 -2.4
S -17.1404 -6.3780 6.7322 1.7 -0.9 -0.5
O -16.3645 -6.3426 5.4857 -1.2 0.2 2.3
O -18.2224 -7.5910 6.5581 0.8 1.2 0.5
C -18.7707 -7.8139 5.2372 -0.9 0.0 -0.3
C -18.6647 -9.2497 4.9256 1.2 -1.2 -0.8
C -18.1849 -4.9606 6.8367 -0.1 0.6 0.0
H -18.3115 -7.2342 4.4364 0.4 0.2 0.5
H -19.8353 -7.5830 5.2013 -0.1 0.6 0.7
H -19.0341 -9.9608 5.6645 -0.3 0.4 0.0
H -17.6144 -9.4850 4.7536 0.1 -0.2 0.0
H -19.1517 -9.4022 3.9625 -0.1 -0.2 0.1
H -18.6301 -4.8560 7.8261 0.1 -0.3 0.0
H -18.9684 -4.9776 6.0790 0.2 -0.2 -0.1
H -17.5654 -4.0816 6.6590 0.1 -0.1 0.0
O -22.7646 -10.0960 8.6189 1.9 0.1 -0.2
S -21.3877 -9.8858 8.1899 -1.0 0.8 -2.1
O -20.2351 -10.4718 8.8316 -1.1 0.2 -0.6
O -21.3245 -10.2922 6.5400 1.2 0.1 2.9
C -22.2929 -9.7536 5.6517 -0.7 -0.6 -0.4
C -22.0909 -10.4107 4.2617 -0.6 0.8 1.2
C -21.0899 -8.0780 8.0782 0.2 -1.3 0.6
H -22.2178 -8.6665 5.6249 0.2 0.1 -0.3
H -23.2856 -9.9714 6.0457 -0.1 -0.2 -0.1
H -22.0991 -11.4985 4.3306 0.2 0.1 0.1
H -21.1780 -10.0201 3.8122 -0.3 -0.3 -0.2
H -22.9926 -10.1192 3.7232 0.3 0.0 -0.5
H -21.8240 -7.6667 7.3855 0.3 0.2 0.2
H -20.0345 -7.9363 7.8452 -0.2 -0.1 -0.6
H -21.1692 -7.7175 9.1038 -0.6 0.1 -0.1
O -18.7269 -1.0836 6.6208 0.8 0.2 3.2
S -18.3611 -0.7824 8.0170 0.6 1.8 0.0
O -19.3208 -0.3586 9.0324 0.6 -0.9 -1.5
O -17.5257 -2.0113 8.6248 -1.2 -0.4 -2.6
C -17.2928 -2.1788 9.9742 1.6 -1.8 2.2
C -16.3479 -3.4549 10.0846 -0.3 1.3 -0.1
C -17.0130 0.4845 8.1270 -1.0 -0.1 -0.2
H -18.1647 -2.3830 10.5958 -0.5 0.3 -0.4
H -16.7936 -1.3013 10.3851 0.1 0.0 0.0
H -16.8691 -4.4095 10.0128 -0.2 0.1 -0.2
H -15.7911 -3.4719 11.0215 -0.1 0.2 0.1
H -15.6148 -3.3816 9.2813 0.0 -0.2 0.0
H -16.1131 0.2532 7.5571 -0.4 -0.2 -0.2
H -16.7583 0.6373 9.1758 -0.1 -0.4 0.0
H -17.4759 1.4247 7.8272 0.1 -0.1 -0.4
O -16.7208 -11.9749 10.2642 1.8 1.3 -1.4
S -15.6868 -11.2827 9.4801 0.8 -0.3 0.6
O -14.4555 -10.7880 10.1419 -2.4 -1.0 -1.2
O -15.2723 -12.2536 8.2102 -0.5 1.0 1.0
C -13.9712 -12.8594 8.2157 1.5 0.0 0.2
C -13.8543 -14.0584 9.1383 -0.5 -0.2 0.2
C -16.4510 -9.8818 8.5694 0.5 -1.0 1.2
H -13.1910 -12.1237 8.4108 -0.3 0.3 0.8
H -13.6757 -13.0942 7.1932 -0.9 -0.4 -0.2
H -12.8274 -14.4140 9.2229 0.0 0.1 -0.3
H -14.4975 -14.8764 8.8140 0.1 -0.1 -0.3
H -14.1851 -13.8696 10.1596 0.0 0.5 0.0
H -15.7761 -9.5481 7.7812 -0.3 -0.3 -0.1
H -16.5070 -9.0986 9.3255 0.0 0.0 0.0
H -17.4553 -10.2212 8.3160 0.2 0.2 -0.5
```
Forces are in eV/Å.

Entry 2:
ORCA calculation (the ωB97M-V functional and the def2-TZVPD basis) on a structure of composition C58H49FGeN2O2P3Pb.

Results
- Frontier orbital gap: 4.734 eV
- Charge: +3
- E_HOMO: -15.1 eV

Structure (XYZ):
```
117
Properties=species:S:1:pos:R:3:forces:R:3
Pb -0.0708 0.1394 -0.8997 0.3 -0.3 -0.5
F 1.6480 -2.3490 4.3124 -0.1 0.0 0.0
Ge 1.2135 -1.6300 2.7596 0.0 0.0 0.1
C 2.2951 -2.8960 1.6894 0.0 -0.1 0.0
C 3.1184 -3.6745 2.5212 0.0 0.0 -0.2
C 3.9268 -4.6781 2.0086 0.0 0.0 0.0
C 3.9241 -4.9562 0.6525 0.0 0.0 0.0
C 3.1355 -4.1927 -0.1863 -0.1 0.0 0.0
C 2.3429 -3.1520 0.3120 0.1 0.0 0.0
P 1.3930 -2.2727 -0.9500 -0.2 -0.2 0.4
C 2.5169 -1.8760 -2.3083 0.0 0.1 0.0
C 3.8985 -1.8408 -2.1224 0.1 0.0 0.0
C 4.7305 -1.4964 -3.1779 0.0 0.0 0.0
C 4.1936 -1.1726 -4.4172 0.0 0.0 0.0
C 2.8177 -1.1782 -4.6013 0.0 0.0 0.0
C 1.9806 -1.5199 -3.5492 0.0 0.1 0.0
C 0.2312 -3.5404 -1.5371 -0.1 0.0 0.0
C -0.7901 -3.8807 -0.6467 0.0 0.0 0.0
C -1.6378 -4.9404 -0.9256 0.0 0.0 0.0
C -1.4813 -5.6596 -2.1055 0.0 0.0 0.0
C -0.4730 -5.3220 -2.9962 0.0 0.0 0.0
C 0.3887 -4.2681 -2.7137 0.0 0.0 0.0
C -0.7719 -1.7729 3.1360 -0.1 -0.1 -0.1
C -0.9637 -2.5424 4.2967 -0.1 0.1 -0.1
C -2.1926 -2.6552 4.9319 0.0 -0.1 0.1
C -3.2999 -1.9899 4.4422 -0.1 0.0 0.0
C -3.1667 -1.2679 3.2748 0.1 0.0 -0.1
C -1.9359 -1.1684 2.6027 0.0 0.0 0.2
P -2.0861 -0.4301 0.9683 0.2 0.1 0.0
C -3.0086 1.1165 1.1893 -0.1 0.2 -0.2
C -2.9533 1.7650 2.3895 0.0 0.0 0.0
C -3.8798 2.7694 2.7002 -0.1 0.1 0.0
C -4.9631 3.1283 1.8535 0.1 0.0 0.3
C -4.9915 2.6171 0.6140 0.0 -0.1 -0.1
C -3.9152 1.7014 0.0997 0.1 0.0 0.1
C -3.1503 -1.4867 -0.0585 -0.1 0.0 0.0
C -3.8033 -2.6006 0.4701 0.0 0.0 -0.1
C -4.5933 -3.3913 -0.3531 0.0 0.0 0.0
C -4.7271 -3.0916 -1.7013 0.0 0.0 0.0
C -4.0603 -1.9979 -2.2382 0.0 0.0 0.0
C -3.2701 -1.1993 -1.4233 0.0 -0.1 0.0
C 2.0772 0.1116 3.1282 0.0 0.2 0.0
C 2.7418 0.0888 4.3672 0.0 0.2 -0.1
C 3.5243 1.1488 4.8006 0.0 0.0 0.0
C 3.6833 2.2729 4.0084 0.0 0.0 0.1
C 3.0308 2.3303 2.7943 0.0 -0.1 0.0
C 2.2235 1.2720 2.3537 0.1 0.0 0.0
P 1.3994 1.6905 0.7998 -0.1 0.0 0.2
C 2.7218 2.3072 -0.2690 0.0 0.0 -0.1
C 2.7879 3.5921 -0.8021 0.1 0.0 0.1
C 3.8714 3.9535 -1.5922 0.0 0.0 0.0
C 4.8825 3.0404 -1.8523 0.0 0.0 0.0
C 4.8184 1.7584 -1.3193 0.0 0.0 0.0
C 3.7409 1.3892 -0.5319 0.0 0.0 -0.1
C 0.2795 3.0521 1.2651 -0.1 0.0 0.0
C -0.0092 3.2888 2.6111 0.0 0.1 0.0
C -0.8603 4.3273 2.9734 0.0 0.0 0.0
C -1.4349 5.1350 1.9997 0.0 0.0 0.0
C -1.1754 4.8870 0.6579 0.0 0.0 0.0
C -0.3353 3.8448 0.2908 0.0 0.0 0.0
H 3.1285 -3.5100 3.5840 0.0 0.0 0.0
H 4.5511 -5.2513 2.6831 0.0 0.0 0.0
H 4.5304 -5.7581 0.2500 0.0 0.0 0.0
H 3.1366 -4.4053 -1.2493 0.0 0.0 0.0
H 4.3295 -2.1156 -1.1667 0.0 0.1 -0.1
H 5.8044 -1.4992 -3.0385 0.0 0.0 0.0
H 4.8496 -0.9248 -5.2430 0.0 0.0 0.0
H 2.3986 -0.9380 -5.5705 0.0 0.0 0.0
H 0.9064 -1.5238 -3.7024 0.0 -0.1 0.0
H -0.8962 -3.3409 0.2922 0.0 0.0 0.0
H -2.4092 -5.2200 -0.2179 0.1 0.0 -0.1
H -2.1381 -6.4933 -2.3230 0.0 0.0 0.0
H -0.3408 -5.8921 -3.9076 0.0 0.0 0.0
H 1.1920 -4.0436 -3.4020 0.0 0.0 0.0
H -0.1288 -3.0562 4.7374 0.0 0.0 0.0
H -2.2714 -3.2608 5.8263 0.0 0.0 0.0
H -4.2590 -2.0561 4.9403 0.0 0.0 0.0
H -4.0483 -0.7990 2.8541 0.0 0.0 0.0
H -2.2689 1.4288 3.1590 0.0 0.1 0.0
H -3.8112 3.2466 3.6739 0.0 0.0 0.0
H -5.7084 3.8353 2.1932 0.0 0.0 0.0
H -5.7222 2.9439 -0.1172 0.1 0.0 0.0
H -4.3678 0.8799 -0.4627 0.0 -0.1 -0.1
H -3.6921 -2.8714 1.5098 0.0 0.0 0.0
H -5.1033 -4.2507 0.0652 0.0 0.0 0.0
H -5.3461 -3.7138 -2.3359 0.0 0.0 0.0
H -4.1512 -1.7690 -3.2927 0.0 0.0 0.0
H -2.7566 -0.3504 -1.8600 0.0 0.0 0.0
H 2.6620 -0.7762 5.0027 0.0 0.0 0.0
H 4.0216 1.0829 5.7605 0.0 0.0 0.0
H 4.3059 3.0977 4.3313 0.0 0.0 0.0
H 3.1472 3.2140 2.1763 0.0 0.0 0.0
H 2.0362 4.3321 -0.5730 -0.1 0.0 0.0
H 3.9339 4.9593 -1.9885 0.0 0.0 0.0
H 5.7315 3.3329 -2.4572 0.0 0.0 0.0
H 5.6185 1.0532 -1.5035 0.0 0.0 0.0
H 3.7068 0.3936 -0.0977 0.0 0.0 0.0
H 0.4557 2.6904 3.3845 0.0 0.0 0.0
H -1.0391 4.5296 4.0236 0.0 0.0 0.0
H -2.0639 5.9708 2.2849 0.0 0.0 0.0
H -1.6059 5.5305 -0.0998 0.0 0.0 0.0
H -0.1420 3.6581 -0.7578 0.1 0.0 0.0
C -0.9229 3.1563 -4.8648 -0.1 0.0 0.1
C -0.8579 2.6495 -3.4501 -0.2 0.0 -0.1
N 0.1396 2.0439 -2.9303 -0.2 0.4 0.2
O 1.2584 1.8258 -3.6645 0.0 -0.1 0.0
C -2.0319 2.9212 -2.5429 0.2 0.1 -0.3
C -2.8488 4.1594 -2.7853 0.1 -0.1 0.0
N -2.2638 2.1072 -1.5837 0.0 -0.1 0.0
O -3.2883 2.6392 -0.7847 0.0 -0.2 0.2
H -0.3035 2.5753 -5.5474 0.0 0.0 0.0
H -0.6046 4.1991 -4.9273 0.0 0.0 0.0
H -1.9419 3.0954 -5.2447 0.0 0.0 0.0
H 1.1667 2.2160 -4.5485 0.0 0.0 0.0
H -2.4835 4.7362 -3.6293 0.0 0.0 0.0
H -2.8393 4.7866 -1.8940 0.0 0.0 0.0
H -3.8915 3.8913 -2.9641 0.0 0.0 0.0
```
Forces are in eV/Å.

Entry 3:
ORCA calculation (the ωB97M-V functional and the def2-TZVPD basis) on a structure of composition C33H50BCl3IrN8OS.

Results
- <S²>: 0.75
- Frontier orbital gap (spin up / spin down): 8.360 / 5.178 eV
- 2S+1: 2
- Charge: +2
- E_HOMO (spin up / spin down): -13.4 / -13.4 eV

Structure (XYZ):
```
98
Properties=species:S:1:pos:R:3:forces:R:3
Ir -0.4450 -0.5398 0.2539 -0.2 0.0 -0.5
C -1.9954 -1.1453 -4.1964 0.0 0.0 0.0
C -0.6015 -1.3736 -3.5936 -0.1 0.0 0.0
C 0.3761 -1.7841 -4.6942 0.0 0.0 0.0
C -0.7211 -2.4075 -2.5106 0.0 0.0 0.0
C -0.9971 -3.7601 -2.7393 0.0 0.0 0.0
C -1.2425 -4.2950 -1.4964 -0.1 0.0 0.0
N -1.1182 -3.3217 -0.5902 0.3 -0.1 0.1
N -0.7654 -2.1601 -1.1900 -0.2 -0.1 0.0
B -1.4146 -3.3757 0.9102 -0.1 0.0 0.0
N -2.4782 -2.3235 1.2497 0.0 0.0 -0.1
C -3.6634 -2.5572 1.8093 -0.1 0.0 -0.1
C -4.3285 -1.3641 1.9191 0.0 0.0 0.0
C -3.4736 -0.3893 1.3957 0.0 0.0 0.0
N -2.3307 -0.9949 0.9901 0.1 0.1 0.2
C -4.0085 1.0301 1.3173 0.0 -0.1 -0.1
C -5.1248 1.0802 0.2633 0.0 0.0 0.0
C -3.0696 2.2035 1.1125 0.0 0.0 0.0
N -0.1608 -3.0469 1.7082 0.0 0.0 0.0
C 0.4476 -3.8231 2.6008 0.0 0.0 0.0
C 1.5938 -3.1885 3.0002 0.0 0.0 -0.1
C 1.6543 -1.9850 2.2840 0.0 0.0 0.1
N 0.5387 -1.9007 1.5117 0.0 0.1 0.0
C 2.8591 -1.0799 2.5334 0.0 0.0 0.0
C 4.1491 -1.9180 2.4743 0.0 0.0 0.0
C 3.1163 0.1587 1.6902 0.0 0.0 0.0
H -1.9746 -0.3448 -4.9367 0.0 -0.1 0.0
H -2.3442 -2.0491 -4.6965 0.0 0.0 0.0
H -2.7299 -0.8954 -3.4268 0.0 0.0 0.0
H -0.2624 -0.4364 -3.1538 0.1 0.0 0.0
H 0.0031 -2.6567 -5.2318 0.0 0.0 0.0
H 0.4901 -0.9766 -5.4195 0.0 0.0 0.0
H 1.3625 -2.0350 -4.3050 0.0 0.0 0.0
H -1.0576 -4.2630 -3.6888 0.0 0.0 0.0
H -1.5316 -5.2882 -1.1956 0.0 0.0 0.0
H -1.8174 -4.4592 1.2096 0.0 0.0 0.0
H -3.9498 -3.5609 2.0741 0.0 0.0 0.0
H -5.3135 -1.1955 2.3181 0.0 0.0 0.0
H -4.4693 1.1746 2.2979 0.0 0.0 0.0
H -4.7124 0.8780 -0.7292 0.0 0.0 0.0
H -5.9063 0.3478 0.4542 0.0 0.0 0.0
H -5.5825 2.0703 0.2482 0.0 0.0 0.0
H -2.7428 2.2758 0.0762 0.1 0.0 0.0
H -3.6125 3.1237 1.3374 0.0 0.0 0.0
H -2.1997 2.1312 1.7547 0.0 0.0 0.1
H 0.0261 -4.7756 2.8740 0.0 0.0 0.0
H 2.3097 -3.5480 3.7154 0.0 0.0 0.0
H 2.7238 -0.7467 3.5678 0.0 0.0 0.0
H 4.3450 -2.2275 1.4442 0.0 0.0 0.0
H 4.9903 -1.3119 2.8101 0.0 0.0 0.0
H 4.1257 -2.8138 3.0868 0.0 0.0 0.0
H 3.3298 -0.1139 0.6601 0.1 0.0 0.1
H 2.2845 0.8486 1.6990 0.0 0.0 0.0
H 3.9928 0.6659 2.0964 0.0 0.0 0.0
Cl -3.7317 1.9861 -3.3255 0.0 0.0 0.0
C -2.0413 2.3206 -3.0037 0.1 -0.1 -0.1
Cl -1.0462 2.0698 -4.4403 0.1 0.2 0.0
Cl -1.8340 3.9861 -2.4226 0.0 0.1 0.1
C -1.5693 1.4093 -1.9497 -0.2 -0.2 -0.1
N -1.2223 0.6789 -1.1414 0.0 0.3 0.4
C 2.7566 -2.9856 -1.4390 0.0 0.0 0.0
C 3.4338 -1.6664 -1.7746 0.0 -0.1 0.0
S 2.2205 -0.3435 -1.9411 -0.2 -0.4 -0.3
O 1.4876 -0.3991 -0.6108 0.1 0.7 0.6
C 3.3402 1.0876 -1.8932 0.0 0.0 0.0
C 3.2649 1.8875 -3.1852 0.0 0.0 0.0
H 3.5209 -3.7219 -1.1932 0.0 0.0 0.0
H 2.1702 -3.3754 -2.2703 0.0 0.0 0.0
H 2.1034 -2.8727 -0.5728 0.0 0.0 0.0
H 3.9570 -1.6811 -2.7350 0.0 -0.1 0.0
H 4.1393 -1.3704 -0.9968 0.0 0.0 0.0
H 4.3499 0.7333 -1.6881 0.0 0.0 0.0
H 3.0002 1.6511 -1.0281 0.0 0.1 0.1
H 3.6776 1.3288 -4.0247 0.0 0.0 0.0
H 3.8446 2.8053 -3.0876 0.0 0.0 0.0
H 2.2360 2.1549 -3.4305 0.0 0.0 0.0
C 1.2541 5.3017 0.2571 0.0 0.0 0.0
N 0.3873 4.3043 0.8360 0.0 0.0 -0.3
C -0.8915 4.7235 1.3504 0.1 0.0 0.2
C 0.7146 2.8954 0.6529 0.1 0.0 0.2
C 0.4084 2.0921 1.8924 -0.3 0.0 -0.2
C 0.7834 2.7009 3.0955 -0.1 -0.1 0.0
C 0.4894 2.1152 4.3078 0.0 0.0 0.0
C -0.2147 0.9195 4.3015 0.0 0.0 0.0
C -0.5477 0.3070 3.1046 0.0 -0.1 -0.1
C -0.2276 0.8378 1.8394 0.6 -0.4 0.1
H 1.0909 6.2669 0.7289 0.0 0.0 0.0
H 1.0105 5.3847 -0.8107 0.0 0.0 0.0
H 2.2934 4.9942 0.3513 0.0 0.0 0.0
H -0.7921 5.6954 1.8294 0.0 0.0 0.0
H -1.2707 3.9860 2.0480 0.0 0.0 0.0
H -1.5827 4.8161 0.5065 -0.1 0.0 -0.1
H 1.7720 2.8782 0.3879 0.0 -0.1 -0.1
H 0.1309 2.5150 -0.1926 0.0 0.1 -0.1
H 1.3198 3.6458 3.0754 0.0 0.0 0.0
H 0.7918 2.5807 5.2358 0.0 0.0 0.0
H -0.4824 0.4421 5.2354 0.0 0.0 0.0
H -1.0680 -0.6418 3.1677 0.0 0.0 0.0
```
Forces are in eV/Å.

Among the records above, which one has the lowest charge?
C20H53CuO19S6